The following is a quantum chemistry calculation of a structure of composition C2H2BrF2I at a distorted geometry, from OMol25.

The geometry in XYZ format:
```
8
Properties=species:S:1:pos:R:3:forces:R:3
C -0.2945 -0.3508 0.9613 3.35 -0.28 -2.03
C 1.1574 -0.4729 -0.1332 -3.00 0.87 1.97
F 0.0634 -0.8152 2.1563 -0.01 -0.04 0.33
F -1.2432 -1.1346 0.4568 -0.34 -0.19 -0.19
Br 1.9584 -2.1934 -0.0482 -0.10 0.06 0.07
I 2.4427 1.1592 0.3722 -0.18 -0.33 -0.10
H -0.6194 0.6885 1.0294 0.03 -0.03 -0.10
H 0.7453 -0.2960 -1.1243 0.25 -0.07 0.04
```
Forces are in eV/Å.

Properties
Strongest force on any atom = 0.076 Eh/bohr
Net charge = 0
Spin multiplicity = 1
Energy = -3148.81576 a.u.

These are the natural (NBO) partial charges, in e, on atoms 1 to 2:
1. C 0.597
2. C -0.549


The following is a quantum chemistry calculation of an isolated molecule of C5H13NO at a distorted geometry, from OMol25.

The geometry in XYZ format:
```
20
Properties=species:S:1:pos:R:3:forces:R:3
C -1.9869 0.2536 1.4062 0.28 0.88 -1.65
C -0.9563 -0.6766 0.7252 2.74 1.70 2.53
C -0.0756 -0.0438 -0.4608 -3.35 -2.12 -0.77
C 1.1484 -0.8753 -0.7104 1.09 0.23 2.61
O 0.8132 -2.2066 -0.9726 0.02 -0.44 -0.38
N 0.0222 1.3543 -0.5724 0.40 2.16 3.08
C 0.9402 2.0893 0.3293 1.43 -0.36 -0.50
H -2.5550 -0.2492 2.1798 -0.40 -0.16 -0.29
H -2.5102 0.5985 0.5229 -1.40 0.23 0.35
H -1.6235 1.2178 1.8498 0.43 -1.11 -0.36
H -1.3402 -1.6446 0.3820 -0.14 0.42 0.31
H -0.2813 -0.7955 1.6536 -0.14 -0.82 -1.58
H -0.7393 -0.2714 -1.3529 0.63 -0.12 0.64
H 1.5511 -0.4569 -1.6188 1.10 -0.03 -0.05
H 1.8302 -0.8798 0.2929 -0.90 0.51 -2.54
H 0.5654 -2.5598 -0.1223 -0.19 -0.54 0.23
H 0.3394 1.6605 -1.4463 -0.04 -0.06 -1.78
H 0.8139 3.1491 0.2919 -0.54 0.88 -0.78
H 0.8550 1.9775 1.3979 -0.28 -1.12 0.34
H 2.0149 1.9437 0.0199 -0.74 -0.12 0.60
```
Forces are in eV/Å.

Properties
SMILES = CC[C@H](CO)NC
Strongest force on any atom = 0.080 Eh/bohr
Net charge = 0
Spin multiplicity = 1
Energy = -328.22618 a.u.

These are the natural (NBO) partial charges, in e, on atoms 1 to 2:
1. C -0.617
2. C -0.417


The following is a quantum chemistry calculation of an isolated molecule of C5H8O2, from OMol25.

The geometry in XYZ format:
```
15
Properties=species:S:1:pos:R:3:forces:R:3
C -0.2688 1.4471 -0.3054 0.00 0.05 0.00
C -0.1472 0.0255 0.1853 -0.18 0.08 -0.06
O 1.1342 -0.3269 0.7144 0.08 0.00 -0.02
C 2.1944 -0.2356 -0.0954 0.07 0.12 -0.39
O 2.1953 0.1305 -1.2409 -0.05 -0.23 0.47
C -0.9112 -1.0882 -0.4559 0.01 -0.09 -0.18
C -1.2506 -0.6339 0.9442 -0.07 0.04 0.18
H 0.1433 1.5566 -1.3107 -0.04 0.00 0.16
H 0.2681 2.1232 0.3688 -0.10 -0.08 -0.07
H -1.3209 1.7479 -0.3163 0.13 -0.08 0.00
H 3.0912 -0.5465 0.4618 -0.08 0.04 -0.07
H -1.5873 -0.8308 -1.2668 0.13 -0.02 0.13
H -0.4123 -2.0466 -0.5652 -0.06 0.17 0.04
H -2.1637 -0.0687 1.1095 0.16 -0.08 -0.06
H -0.9600 -1.2868 1.7612 -0.03 0.09 -0.13
```
Forces are in eV/Å.

Properties
SMILES = CC1(OC=O)CC1
Strongest force on any atom = 0.010 Eh/bohr
Net charge = 0
Spin multiplicity = 1
Energy = -345.76966 a.u.

These are the natural (NBO) partial charges, in e, on atoms 1 to 2:
1. C -0.632
2. C 0.231


The following is a quantum chemistry calculation of a cluster of 14 separate species, C46H128N12O14 in total at a distorted geometry, from OMol25.

The geometry in XYZ format:
```
200
Properties=species:S:1:pos:R:3:forces:R:3
C 16.9597 18.5016 10.5545 0.08 -1.41 -1.76
C 16.6821 17.2010 9.7235 1.62 -0.76 1.37
C 16.1719 15.9907 10.5864 0.06 1.35 -1.35
O 17.1053 15.6662 11.5591 -0.19 0.17 -0.04
C 16.6547 14.6951 12.4755 0.09 -0.44 -0.34
N 15.8316 17.5462 8.6467 -1.49 0.07 -0.75
H 17.5291 19.1089 9.8409 -0.31 0.32 0.42
H 17.5847 18.2643 11.3885 0.20 0.07 0.72
H 16.0074 18.9571 10.8043 0.02 0.24 0.28
H 17.6391 16.8722 9.2880 -0.10 0.18 0.17
H 15.9227 15.1186 9.9663 0.11 0.08 -0.17
H 15.2355 16.3888 10.9690 -0.53 -0.25 0.79
H 16.7480 13.6571 12.1324 -0.18 0.14 -0.58
H 15.6101 14.8498 12.7849 0.28 0.20 0.19
H 17.3845 14.7595 13.2430 0.14 0.02 1.37
H 15.8907 16.8905 7.8897 0.26 -0.30 -0.39
H 14.8578 17.4770 8.9355 -0.03 0.34 0.06
C 10.0223 16.9796 16.6303 1.60 0.78 -1.70
C 9.7092 16.4025 17.9624 -0.42 -0.44 1.10
C 10.0964 17.3281 19.1104 -0.21 0.10 -0.08
O 9.5946 16.7268 20.2780 -0.70 -0.58 -0.68
C 9.8641 17.4218 21.4404 0.46 -0.06 0.72
N 8.2575 16.2002 18.0706 -0.69 -0.88 0.16
H 9.6253 17.9680 16.3890 -0.91 -0.19 0.45
H 9.7781 16.3024 15.8078 -0.29 -0.02 0.07
H 11.0860 17.2299 16.4429 -0.05 -0.69 0.60
H 10.2008 15.4061 18.1197 0.23 0.81 -0.19
H 9.6058 18.3112 19.0011 0.13 -0.12 -0.31
H 11.1802 17.4860 19.1972 -0.07 -0.08 -0.13
H 10.9129 17.7581 21.3219 -0.28 0.11 0.94
H 9.7094 16.6548 22.2217 0.46 0.68 0.07
H 9.1961 18.2889 21.6764 0.34 -0.45 -0.53
H 7.9606 15.5465 17.3371 0.09 0.37 0.26
H 8.0303 15.7223 18.9649 0.36 0.62 -0.79
C 11.6353 13.9810 20.9800 -0.29 -1.39 0.41
C 12.7515 13.3041 21.8464 -0.98 -0.96 -0.99
C 12.6240 11.7550 21.6926 -0.65 1.15 -0.14
O 11.3026 11.3486 21.9116 -1.47 -0.17 0.10
C 10.9027 10.0740 21.4381 1.32 -0.36 -0.77
N 14.1165 13.6460 21.4033 -0.67 0.32 0.62
H 10.6792 13.6738 21.4432 0.24 0.53 -0.24
H 11.5618 13.5563 19.9437 0.45 0.35 0.69
H 11.7262 15.0609 20.9437 0.02 0.14 0.00
H 12.5403 13.5442 22.9062 0.54 0.15 -0.43
H 13.2299 11.2607 22.4117 1.11 -0.46 0.57
H 12.9495 11.5361 20.6824 0.16 -0.38 -0.50
H 11.3541 9.2310 21.9966 -0.01 0.39 0.05
H 11.1900 9.9467 20.3797 0.12 0.10 0.17
H 9.8347 9.9245 21.4268 -0.41 0.55 0.47
H 14.2091 14.6393 21.6145 0.48 0.03 -0.07
H 14.0859 13.6143 20.3848 0.14 -0.06 -0.08
C 16.2713 15.0143 18.1042 -1.02 -1.27 -0.90
C 14.7561 14.8466 17.7634 0.37 1.72 0.39
C 14.5088 15.2664 16.3070 -0.12 -1.59 0.27
O 13.1156 15.2171 16.0346 0.32 -0.17 0.59
C 12.7388 15.3241 14.7000 -0.98 0.77 -0.71
N 14.1831 13.5836 18.1530 -0.47 -1.11 -0.33
H 16.4216 14.7325 19.1517 0.27 0.11 -0.28
H 16.6611 15.9983 17.8654 -0.23 0.37 0.32
H 16.7784 14.3467 17.4013 0.45 -0.30 0.38
H 14.2667 15.5907 18.4261 -0.18 -0.18 -0.41
H 15.0180 14.5248 15.6434 0.02 0.60 0.21
H 14.9313 16.2570 16.2185 0.04 0.52 -0.59
H 12.9575 14.5287 14.0149 0.61 -1.35 0.15
H 13.1620 16.1702 14.1740 0.12 0.75 0.28
H 11.6479 15.4156 14.6588 0.23 0.21 0.18
H 14.2799 12.8159 17.4783 0.97 0.32 0.02
H 13.1762 13.6755 18.1099 -0.29 0.38 0.48
C 8.8513 15.8419 12.6795 1.77 1.88 -0.94
C 9.1097 17.3838 12.5400 1.55 -0.99 0.96
C 10.3751 17.8147 11.7615 0.00 -0.84 1.01
O 11.5148 17.4699 12.6144 -0.88 0.51 -0.78
C 12.6969 18.0703 12.1146 -0.93 0.30 -0.52
N 7.9290 17.9354 11.9705 -0.13 -0.35 -0.57
H 8.5902 15.5885 11.6730 -0.21 -0.97 -0.53
H 8.0596 15.6456 13.3542 -0.87 -0.12 0.68
H 9.7569 15.3472 13.0275 -0.04 -0.16 -0.16
H 9.4194 17.6987 13.5493 -0.66 0.43 0.16
H 10.2624 18.8801 11.5254 0.41 0.24 0.56
H 10.5281 17.3675 10.7893 -0.14 -0.64 -0.37
H 13.5774 17.5253 12.4682 -0.17 0.34 0.10
H 12.6721 19.1470 12.3586 0.53 -0.32 0.18
H 12.6311 18.0186 11.0224 0.54 -0.08 -0.14
H 7.1509 17.4315 12.3451 -0.69 0.26 0.03
H 7.8085 18.9245 12.0142 -0.04 0.50 0.29
C 16.7882 15.9265 22.8497 -0.81 1.32 -0.82
C 16.1556 17.1854 22.1666 -0.37 -1.66 -0.80
C 17.1730 18.0362 21.4066 -0.34 -0.10 -0.75
O 17.6346 17.3645 20.2097 -0.91 -0.36 1.50
C 18.6557 18.0529 19.5914 0.57 -0.42 -0.83
N 15.0201 16.7221 21.3084 -0.08 1.45 -0.19
H 15.9879 15.3637 23.3163 -0.06 -0.14 0.07
H 17.4491 16.3076 23.6118 0.64 -0.33 0.22
H 17.2652 15.3011 22.0895 0.19 0.10 0.30
H 15.6752 17.7998 22.9117 0.17 0.35 0.49
H 18.0340 18.2709 22.0542 -0.19 0.13 -0.21
H 16.6545 18.9398 21.0354 0.33 0.08 0.47
H 18.3148 18.9430 19.0542 -0.02 0.25 0.17
H 19.0958 17.3666 18.8714 -0.04 -0.04 -0.36
H 19.4691 18.2778 20.2647 0.26 0.48 0.47
H 14.3993 17.5347 21.0939 0.45 -0.83 0.34
H 15.3909 16.5073 20.3887 0.18 -0.31 -0.08
C 16.2243 18.0148 14.0657 2.53 -0.82 1.06
C 17.3323 17.7077 15.1720 -0.63 0.64 -2.37
C 18.7723 17.7671 14.5529 -0.59 -0.06 -0.24
O 19.6683 17.2573 15.5074 0.00 -0.81 0.35
C 21.0200 17.2219 15.1026 0.17 0.78 0.49
N 17.1956 18.6127 16.2969 0.21 -0.40 0.17
H 16.2345 19.0618 13.8415 -0.55 0.74 0.00
H 15.2923 17.5865 14.4180 -0.26 0.33 -0.32
H 16.6455 17.5224 13.1904 -0.73 -0.29 -0.24
H 17.0567 16.6952 15.4382 0.62 -0.41 0.55
H 19.0837 18.7937 14.3083 -0.37 0.23 0.14
H 18.8790 17.2267 13.5972 -0.35 -0.26 0.25
H 21.3805 18.2489 14.9517 0.05 -0.13 -0.15
H 21.2382 16.6240 14.2271 -0.38 -0.19 -0.46
H 21.5775 16.7921 15.9225 0.13 -0.07 0.27
H 17.2787 19.5530 15.9279 0.19 0.17 0.11
H 18.0091 18.4208 16.8757 -0.10 0.39 0.31
C 18.4900 10.6269 19.5368 0.25 -0.85 -0.81
C 17.4540 11.0819 20.5200 -0.09 1.34 0.00
C 17.9525 12.3657 21.2667 -1.23 -1.27 -0.72
O 19.1290 12.1402 21.9409 1.56 -0.36 1.71
C 18.9320 11.3880 23.1610 -0.05 -0.22 -0.88
N 16.1801 11.4255 19.8521 0.76 -1.51 -0.72
H 19.4668 10.3303 19.9931 -0.88 0.42 -0.28
H 18.6356 11.4020 18.7781 0.31 0.16 0.15
H 18.0895 9.7769 18.9650 0.29 0.05 0.20
H 17.2405 10.2726 21.2315 0.07 0.29 0.05
H 17.1014 12.5600 21.9189 0.03 0.75 0.49
H 18.1099 13.2143 20.5748 -0.15 -0.48 0.13
H 18.6347 10.3637 22.9249 -0.33 -0.02 -0.09
H 18.1235 11.8858 23.6922 0.09 -0.12 0.53
H 19.8431 11.2278 23.7636 -0.20 0.92 -0.48
H 15.6215 12.0276 20.4008 -0.78 0.78 0.96
H 16.3371 11.9094 18.9836 0.24 0.25 -0.32
C 14.1287 19.2368 18.9214 0.77 0.10 -0.59
O 13.2766 18.6551 19.5421 -1.22 -0.17 1.74
N 14.4677 18.8147 17.7066 0.30 -0.50 -1.80
N 14.8397 20.3128 19.3065 -0.59 0.78 1.63
H 15.3408 19.0448 17.2652 0.35 -0.02 -0.03
H 14.1944 17.8709 17.5755 -0.36 -0.72 -0.43
H 14.6768 20.6939 20.2182 -0.03 0.08 0.08
H 15.6171 20.6304 18.7955 0.70 0.31 -0.52
C 11.0582 11.3545 17.1920 -0.25 0.65 -2.07
O 10.1860 10.7457 17.7486 -0.64 -0.05 1.02
N 10.8542 12.5740 16.4743 0.57 -0.20 0.99
N 12.2825 10.8634 16.9215 1.50 -0.09 0.02
H 10.0947 13.0872 16.8943 -0.17 0.16 -0.09
H 11.7208 13.1242 16.4762 -0.66 0.10 -0.16
H 12.7086 10.1901 17.5437 -0.12 -0.02 -0.05
H 12.9461 11.4328 16.3968 -0.31 -0.38 0.38
C 12.0718 13.3586 10.7416 -0.47 0.16 0.40
C 12.5050 12.2751 11.7696 -1.03 1.75 -0.35
C 11.3356 11.5621 12.4041 -0.74 -0.06 -0.67
O 13.3311 11.3734 11.1361 1.51 -1.24 -0.67
H 11.3383 12.9543 10.0294 0.10 -0.09 0.16
H 12.9022 13.7542 10.1474 0.14 -0.21 0.30
H 11.5881 14.2190 11.2284 0.07 -0.24 -0.02
H 13.0628 12.7988 12.5583 0.33 -0.35 -0.17
H 10.5794 11.3533 11.6251 0.28 -0.24 0.29
H 10.8334 12.1420 13.1510 -0.25 0.61 0.50
H 11.6388 10.6443 12.8923 0.19 -0.24 -0.07
H 13.0111 11.1508 10.2496 -0.09 0.19 0.39
C 18.8584 11.8772 15.5981 0.39 0.10 -1.10
C 19.3956 13.2291 16.0691 1.63 -1.89 0.92
C 20.9633 13.1875 16.0097 -1.13 0.11 0.49
O 18.8285 14.1871 15.2565 -0.52 1.03 -0.81
H 17.7824 11.8224 15.5838 -0.46 0.01 0.58
H 19.2956 10.9599 16.0240 -0.10 0.62 0.25
H 19.1019 11.8625 14.5288 0.15 -0.21 -0.05
H 19.1367 13.3657 17.1071 -0.38 0.34 0.62
H 21.3985 14.1824 16.1004 -0.06 0.16 -0.35
H 21.2077 12.7021 15.0685 0.54 0.08 0.02
H 21.3569 12.6497 16.8869 -0.18 -0.22 -0.49
H 19.0901 15.0712 15.5441 0.08 0.08 0.05
C 16.2117 7.7839 18.7215 0.27 -1.47 0.21
C 14.7396 8.1974 18.5827 -0.44 -1.30 0.20
C 13.9331 7.8348 19.8793 1.52 0.06 -0.73
O 14.6752 9.5809 18.2315 -0.80 -1.00 -0.25
H 16.6918 8.2347 19.5814 -0.02 0.75 0.07
H 16.8036 7.9533 17.8187 -0.18 0.35 0.07
H 16.4026 6.7090 18.9734 -0.80 0.50 -0.45
H 14.2381 7.6087 17.7681 0.64 0.73 0.34
H 12.8892 8.0352 19.7883 -0.83 -0.12 -0.38
H 14.2639 8.5035 20.6641 0.34 -0.09 0.50
H 14.1324 6.7659 20.1282 -0.27 0.86 -0.03
H 15.1146 10.0901 18.9276 0.48 0.65 0.54
C 15.7431 11.2208 13.7083 -0.29 -0.97 0.44
C 14.6444 10.6413 14.6459 0.24 -0.47 -1.38
C 14.4657 9.0828 14.4646 0.62 1.68 0.56
O 15.0996 10.9706 15.9253 -0.13 0.54 0.83
H 16.0058 12.2356 13.9722 -0.15 0.36 0.48
H 15.3694 11.2835 12.6888 0.32 -0.51 -0.27
H 16.6710 10.6228 13.8758 -0.65 0.29 -0.64
H 13.6939 11.1502 14.3754 0.18 -0.16 0.40
H 13.5758 8.6483 14.9187 0.04 0.30 0.41
H 15.3871 8.6745 14.9032 -0.30 -0.37 -0.31
H 14.3790 8.8821 13.4165 0.27 -0.27 -0.69
H 14.8872 10.3113 16.6043 -0.03 -0.21 0.10
```
Forces are in eV/Å.

Properties
Strongest force on any atom = 0.056 Eh/bohr
Net charge = 0
Spin multiplicity = 1
Energy = -3539.74884 a.u.

These are the Löwdin partial charges, in e, on atoms 1 to 2:
1. C -0.041
2. C -0.437